[1]
The following is a quantum chemistry calculation of a single C4H7N3O molecule in a non-equilibrium geometry, from OMol25.

Summary:
frontier orbital gap	0.3888	Ha
highest occupied orbital energy	-9.93	eV
ΔE to the lowest compared entry with this formula, charge and spin	1.433	eV
SMILES	CN(N)C(=O)CC#N
maximum force	1.80	eV/A

Each line ends with the Löwdin charge.
Geometry (Å):
C  -1.765  0.673  0.161  -0.095
C  1.444  -1.267  -0.505  -0.035
N  0.437  -0.459  0.165  -0.196
C  -0.896  -0.492  -0.256  -0.436
N  0.859  0.425  1.183  0.073
C  -1.288  1.885  -0.515  -0.216
O  -1.349  -1.395  -0.964  0.055
N  -0.889  2.833  -1.050  0.145
H  1.329  -0.120  1.912  0.096
H  1.568  1.057  0.799  0.097
H  -2.795  0.461  -0.147  0.129
H  -1.772  0.780  1.249  0.122
H  1.887  -1.964  0.210  0.086
H  1.015  -1.820  -1.345  0.089
H  2.216  -0.596  -0.896  0.088

---

[2]
The following is a quantum chemistry calculation of a molecular structure, C6H10O, from OMol25.

Summary:
frontier orbital gap	0.3898	Ha
highest occupied orbital energy	-9.42	eV
ΔE to the lowest compared entry with this formula, charge and spin	3.738	eV
maximum force	0.43	eV/A

Each line ends with the Löwdin charge.
Geometry (Å):
C  1.082  -0.424  -0.619  -0.098
C  0.634  0.058  0.712  -0.181
C  0.214  0.806  -0.563  -0.178
C  -1.252  0.517  -0.221  -0.244
O  -1.874  -0.587  -0.886  -0.070
C  -1.481  -1.473  0.182  -0.133
C  -0.832  -0.323  0.982  -0.153
H  2.141  -0.251  -0.799  0.082
H  2.780  1.688  -0.370  0.072
H  0.724  -1.344  -1.069  0.098
H  1.333  0.375  1.481  0.126
H  2.254  2.166  -0.162  0.069
H  0.544  1.726  -1.027  0.093
H  -1.894  1.399  -0.119  0.154
H  -0.817  -2.267  -0.176  0.110
H  -2.359  -1.916  0.661  0.117
H  -1.196  -0.148  1.994  0.139

---

[3]
The following is a quantum chemistry calculation of a single C13H15N3O3 molecule in a non-equilibrium geometry, from OMol25.

Summary:
frontier orbital gap	0.3048	Ha
highest occupied orbital energy	-7.79	eV
ΔE to the lowest compared entry with this formula, charge and spin	3.983	eV
SMILES	NCC(=O)N[C@@H](Cc1c[nH]c2ccccc12)C(=O)O
maximum force	5.67	eV/A

Each line ends with the Löwdin charge.
Geometry (Å):
C  -1.921  2.541  -0.141  -0.258
C  -1.596  1.144  0.469  -0.412
C  -1.536  -1.244  -0.360  -0.163
C  -3.021  -1.620  0.252  -0.463
C  -0.508  -1.773  0.740  -0.114
C  0.889  -1.577  0.315  -0.205
C  1.607  -2.628  -0.115  -0.041
C  1.740  -0.323  0.282  -0.048
C  2.979  -0.847  -0.216  -0.270
C  1.585  1.017  0.777  -0.036
C  4.051  -0.045  -0.211  -0.035
C  2.604  1.893  0.587  -0.098
C  3.779  1.326  0.015  -0.083
H  -3.030  3.410  -1.170  0.049
H  -3.759  2.253  -0.738  0.078
H  -0.973  2.878  -0.541  0.118
H  -1.974  3.158  0.771  0.129
H  -0.959  0.451  -1.443  0.169
H  -1.427  -1.747  -1.443  0.182
H  -0.669  -2.829  0.956  0.118
H  -0.547  -1.208  1.713  0.133
H  1.092  -3.538  -0.486  0.137
H  3.636  -2.585  -0.842  0.105
H  0.582  1.190  1.213  0.091
H  4.976  -0.261  -0.670  0.095
H  2.474  2.955  0.783  0.101
H  4.609  2.029  -0.294  0.110
H  -4.793  -1.942  -0.583  0.128
N  -2.877  2.460  -1.133  0.033
N  -1.578  0.210  -0.621  0.078
N  2.947  -2.198  -0.318  0.092
O  -1.414  0.984  1.682  0.048
O  -3.123  -1.478  1.452  0.107
O  -3.845  -2.056  -0.684  0.127

---

[4]
The following is a quantum chemistry calculation of a molecular structure, C34H26N5O6PtS3 in a non-equilibrium geometry, from OMol25.

Summary:
frontier orbital gap (alpha / beta)	0.1832 / 0.2191	Ha
highest occupied orbital energy (alpha / beta)	-2.81 / -3.89	eV
total charge	-1
ΔE to the lowest compared entry with this formula, charge and spin	0.000	eV
2S+1	3
maximum force	4.82	eV/A

Each line ends with the Löwdin spin population.
Geometry (Å):
Pt  -0.774  0.331  0.067  0.646
C  7.562  1.609  1.175  0.000
C  6.114  1.111  1.353  0.000
C  5.176  1.545  0.416  0.000
C  3.824  1.320  0.709  0.000
C  3.484  0.459  1.733  0.000
C  4.409  0.005  2.630  0.000
C  5.716  0.431  2.487  0.000
S  1.747  0.005  2.039  0.006
O  1.108  1.261  2.270  0.013
O  1.802  -1.096  2.960  0.003
N  0.934  -0.684  0.679  0.025
C  0.983  -2.060  0.470  0.004
C  2.045  -2.935  0.684  -0.001
C  2.099  -4.185  0.079  0.002
C  1.105  -4.731  -0.704  -0.001
C  -0.021  -3.917  -1.010  0.005
C  -1.269  -4.291  -1.642  -0.007
C  -2.261  -3.397  -1.909  0.007
C  -2.140  -2.078  -1.517  0.009
N  -1.132  -1.702  -0.703  0.175
C  -0.041  -2.532  -0.475  0.007
H  8.171  1.158  1.986  0.000
H  7.564  2.720  1.344  0.000
H  7.922  1.431  0.124  0.000
H  5.525  2.048  -0.498  0.000
H  3.068  1.812  0.115  0.000
H  4.173  -0.651  3.434  0.000
H  6.429  0.109  3.242  0.000
H  2.902  -2.619  1.275  0.000
H  3.028  -4.692  0.281  0.000
H  1.213  -5.752  -1.056  0.000
H  -1.345  -5.333  -1.991  0.000
H  -3.101  -3.749  -2.512  0.001
H  -2.960  -1.390  -1.843  0.002
O  -5.408  0.283  2.964  0.002
C  -4.595  -0.554  3.638  0.007
C  -5.050  -1.171  4.832  -0.001
C  -4.288  -2.114  5.498  0.008
C  -2.999  -2.427  5.020  0.000
C  -2.536  -1.884  3.865  0.006
C  -3.303  -0.891  3.193  0.001
C  -2.731  -0.200  2.078  0.033
O  -1.549  -0.609  1.720  0.039
N  -3.343  0.789  1.382  0.014
N  -2.605  1.119  0.314  0.143
C  -3.161  2.040  -0.485  0.466
S  -4.765  1.643  -1.064  0.140
C  -5.249  3.340  -1.557  0.015
C  -4.126  4.369  -1.150  0.032
S  -2.558  3.586  -0.763  0.164
H  -4.809  0.782  2.327  0.001
H  -6.049  -0.931  5.184  0.000
H  -4.679  -2.573  6.383  0.001
H  -2.443  -3.191  5.588  0.000
H  -1.610  -2.167  3.356  0.001
H  -6.191  3.573  -0.984  0.002
H  -5.389  3.323  -2.663  0.002
H  -4.451  4.942  -0.262  0.006
H  -3.955  5.080  -1.907  0.000
O  1.474  2.503  -0.996  0.004
C  0.862  1.930  -1.935  0.003
N  -0.220  1.031  -1.735  0.011
C  -0.615  0.480  -3.028  0.001
O  -1.496  -0.332  -3.279  0.000
C  0.338  1.123  -4.033  0.000
C  0.381  0.918  -5.402  0.000
C  1.442  1.520  -6.099  0.000
C  2.337  2.418  -5.485  0.000
C  2.087  2.709  -4.123  0.000
C  1.193  1.971  -3.383  0.000
H  -0.283  0.190  -5.874  0.000
H  1.632  1.348  -7.157  0.000
H  3.079  2.940  -6.096  0.000
H  2.574  3.536  -3.572  0.000

---

[5]
The following is a quantum chemistry calculation of a molecular structure, C31H37N6O4S2SbSe4Ti, from OMol25.

Summary:
frontier orbital gap	0.2376	Ha
highest occupied orbital energy	-7.53	eV
ΔE to the lowest compared entry with this formula, charge and spin	1.525	eV
maximum force	0.49	eV/A

Each line ends with the Löwdin charge.
Geometry (Å):
Ti  0.354  0.311  0.885  0.786
C  4.707  1.043  -2.411  -0.087
C  3.254  0.718  -2.736  -0.264
N  2.358  1.855  -2.617  -0.033
C  1.868  2.326  -1.445  -0.938
S  0.755  3.615  -1.466  0.570
N  2.274  1.626  -0.376  -0.030
N  1.574  1.973  0.759  -0.126
C  1.752  3.066  1.396  -0.275
C  2.838  4.034  1.081  -0.028
C  0.737  3.371  2.425  -0.223
C  0.858  4.428  3.313  0.011
C  -0.196  4.687  4.178  -0.039
C  -1.330  3.899  4.107  -0.029
C  -1.355  2.858  3.188  -0.132
N  -0.345  2.592  2.374  0.041
H  5.332  0.155  -2.525  0.069
H  4.788  1.392  -1.382  0.061
H  5.090  1.821  -3.073  0.070
H  2.893  -0.070  -2.073  0.072
H  3.170  0.348  -3.759  0.114
H  2.127  2.404  -3.426  0.103
H  3.445  3.665  0.262  0.073
H  3.463  4.178  1.967  0.094
H  2.406  4.994  0.801  0.088
H  1.752  5.035  3.329  0.114
H  -0.131  5.498  4.890  0.113
H  -2.182  4.074  4.748  0.111
H  -2.223  2.214  3.102  0.098
C  5.694  -4.736  -1.226  -0.074
O  5.196  -3.497  -0.747  -0.065
C  3.890  -3.426  -0.409  -0.262
C  2.998  -4.499  -0.507  -0.008
C  1.682  -4.307  -0.136  -0.003
C  1.207  -3.080  0.328  -0.113
C  -0.203  -2.894  0.685  -0.368
C  -1.148  -4.058  0.615  -0.021
O  -0.656  -1.803  1.022  -0.109
C  2.131  -2.019  0.426  -0.320
O  1.768  -0.824  0.887  -0.284
C  3.455  -2.194  0.061  0.087
H  6.747  -4.573  -1.435  0.093
H  5.184  -5.039  -2.143  0.096
H  5.591  -5.521  -0.473  0.097
H  3.318  -5.466  -0.863  0.102
H  1.001  -5.143  -0.214  0.115
H  -1.204  -4.418  -0.415  0.097
H  -2.130  -3.728  0.946  0.055
H  -0.813  -4.878  1.250  0.085
H  4.146  -1.366  0.144  0.141
C  -0.972  1.882  -4.831  -0.073
C  -1.034  0.495  -4.213  -0.218
N  -1.963  0.401  -3.082  -0.097
C  -3.374  0.696  -3.364  -0.193
C  -3.809  2.056  -2.838  -0.057
C  -1.607  0.033  -1.858  -0.603
S  0.043  -0.308  -1.482  0.886
N  -2.611  -0.180  -0.981  0.138
C  -2.495  0.017  0.295  -0.399
O  -1.526  0.689  0.836  -0.209
C  -3.570  -0.484  1.179  -0.131
C  -3.546  -0.193  2.539  -0.039
C  -4.545  -0.664  3.374  -0.083
C  -5.573  -1.435  2.852  -0.079
C  -5.598  -1.738  1.496  -0.071
C  -4.603  -1.261  0.660  -0.018
H  -0.253  1.872  -5.652  0.079
H  -0.645  2.614  -4.093  0.047
H  -1.934  2.189  -5.243  0.068
H  -0.049  0.198  -3.864  0.058
H  -1.363  -0.240  -4.954  0.126
H  -3.979  -0.091  -2.917  0.113
H  -3.492  0.644  -4.447  0.116
H  -3.717  2.094  -1.753  0.072
H  -4.853  2.236  -3.100  0.079
H  -3.201  2.856  -3.258  0.071
H  -2.720  0.377  2.942  0.057
H  -4.508  -0.450  4.434  0.111
H  -6.349  -1.812  3.506  0.107
H  -6.396  -2.347  1.092  0.103
H  -4.609  -1.489  -0.397  0.108
Se  1.362  -2.050  4.071  0.114
Sb  -0.948  -2.226  5.079  -0.048
Se  -1.220  -1.152  7.144  -0.075
Se  -2.377  -3.759  4.033  0.005
Se  0.146  -0.113  3.480  0.211

---

[6]
The following is a quantum chemistry calculation of 10 unconnected molecules or ions with the total composition C40H80O30 in a non-equilibrium geometry, from OMol25.

Summary:
frontier orbital gap	0.3998	Ha
highest occupied orbital energy	-10.38	eV
ΔE to the lowest compared entry with this formula, charge and spin	2.161	eV
SMILES	CCOC(=O)OC.CCOC(=O)OC.CCOC(=O)OC.CCOC(=O)OC.CCOC(=O)OC.CCOC(=O)OC.CCOC(=O)OC.CCOC(=O)OC.CCOC(=O)OC.CCOC(=O)OC
maximum force	3.81	eV/A

Each line ends with the Löwdin charge.
Geometry (Å):
C  -1.509  4.835  -5.709  -0.067
C  -2.674  4.360  -4.904  -0.209
O  -3.231  5.576  -4.398  0.046
C  -3.950  5.504  -3.310  -0.621
O  -3.980  4.536  -2.564  0.084
O  -4.667  6.594  -3.132  0.018
C  -5.525  6.530  -1.959  -0.003
H  -0.879  5.455  -5.067  0.088
H  -1.895  5.487  -6.500  0.084
H  -0.904  4.053  -6.180  0.085
H  -2.341  3.735  -4.087  0.083
H  -3.447  3.852  -5.518  0.145
H  -4.840  6.507  -1.104  0.075
H  -5.954  5.515  -1.989  0.101
H  -6.215  7.374  -1.926  0.100
C  -8.553  -4.021  -3.667  -0.072
C  -7.526  -3.858  -2.583  -0.210
O  -6.583  -2.865  -3.022  0.038
C  -5.457  -2.689  -2.357  -0.615
O  -4.983  -3.498  -1.534  0.064
O  -4.859  -1.605  -2.748  0.024
C  -3.576  -1.347  -2.086  0.013
H  -8.094  -4.188  -4.637  0.076
H  -9.172  -3.136  -3.729  0.076
H  -9.173  -4.901  -3.472  0.086
H  -6.977  -4.807  -2.485  0.114
H  -8.069  -3.563  -1.676  0.135
H  -3.217  -0.344  -2.321  0.094
H  -2.917  -2.170  -2.379  0.098
H  -3.832  -1.511  -1.038  0.095
C  -2.408  -4.862  -0.366  -0.060
C  -2.210  -5.987  -1.377  -0.173
O  -3.091  -5.833  -2.520  -0.009
C  -2.856  -6.731  -3.459  -0.617
O  -1.985  -7.577  -3.366  0.115
O  -3.693  -6.568  -4.459  0.039
C  -4.651  -5.539  -4.290  -0.042
H  -2.345  -3.858  -0.795  0.053
H  -1.740  -4.934  0.499  0.061
H  -3.433  -4.910  0.049  0.083
H  -2.399  -6.983  -0.966  0.132
H  -1.183  -6.040  -1.748  0.120
H  -5.072  -5.602  -3.277  0.087
H  -5.336  -5.549  -5.138  0.106
H  -4.153  -4.566  -4.235  0.101
C  6.190  -2.227  0.658  -0.057
C  5.481  -0.926  0.416  -0.196
O  4.531  -1.123  -0.643  0.046
C  3.647  -0.172  -0.776  -0.565
O  3.533  0.818  -0.044  0.076
O  2.837  -0.413  -1.842  -0.013
C  1.736  0.468  -2.009  -0.031
H  6.913  -1.983  1.444  0.086
H  6.692  -2.734  -0.162  0.085
H  5.473  -2.942  1.049  0.070
H  6.230  -0.236  0.032  0.131
H  4.945  -0.550  1.298  0.116
H  1.194  0.139  -2.912  0.110
H  2.155  1.466  -2.153  0.081
H  1.042  0.363  -1.155  0.086
C  1.779  8.262  2.563  -0.065
C  0.534  7.694  3.186  -0.200
O  -0.218  7.269  2.026  -0.003
C  -1.453  6.754  2.192  -0.592
O  -1.903  6.540  3.269  0.139
O  -2.039  6.429  1.003  -0.005
C  -3.195  5.658  1.281  -0.058
H  2.211  7.455  1.949  0.081
H  2.559  8.540  3.276  0.078
H  1.545  9.085  1.897  0.080
H  -0.019  8.485  3.705  0.132
H  0.740  6.790  3.770  0.120
H  -3.655  5.315  0.358  0.079
H  -3.867  6.213  1.945  0.101
H  -2.869  4.824  1.909  0.100
C  5.011  3.272  -2.156  -0.051
C  4.787  4.754  -1.810  -0.194
O  4.173  4.891  -0.516  0.033
C  2.869  4.585  -0.491  -0.535
O  2.219  4.282  -1.487  0.090
O  2.415  4.707  0.800  -0.015
C  1.051  4.265  0.975  -0.027
H  5.528  2.812  -1.297  0.087
H  5.655  3.148  -3.019  0.074
H  4.066  2.764  -2.335  0.053
H  4.228  5.305  -2.556  0.118
H  5.758  5.245  -1.687  0.123
H  0.944  3.234  0.606  0.086
H  0.340  4.853  0.365  0.097
H  0.868  4.331  2.048  0.101
C  3.160  0.592  3.734  -0.062
C  3.680  1.861  3.130  -0.198
O  2.921  2.850  3.841  0.030
C  3.532  3.981  4.095  -0.613
O  4.677  4.284  3.701  0.068
O  2.744  4.749  4.817  -0.005
C  3.447  5.922  5.390  0.005
H  3.665  -0.278  3.335  0.064
H  2.094  0.518  3.546  0.067
H  3.331  0.583  4.824  0.094
H  3.379  1.925  2.072  0.111
H  4.758  1.950  3.292  0.131
H  4.064  6.284  4.567  0.087
H  3.977  5.624  6.310  0.105
H  2.674  6.682  5.569  0.085
C  -0.788  -4.655  3.956  -0.060
C  0.000  -5.913  3.634  -0.213
O  -0.411  -6.956  4.511  0.045
C  0.091  -6.996  5.717  -0.655
O  1.020  -6.271  6.038  0.089
O  -0.468  -7.840  6.517  0.034
C  0.082  -7.830  7.849  -0.024
H  -0.666  -3.933  3.149  0.051
H  -0.573  -4.166  4.928  0.093
H  -1.842  -4.939  4.013  0.084
H  1.084  -5.757  3.812  0.126
H  -0.125  -6.208  2.570  0.127
H  1.160  -7.979  7.916  0.099
H  -0.504  -8.649  8.282  0.098
H  -0.213  -6.915  8.395  0.106
C  0.056  -1.075  1.718  -0.052
C  -1.311  -1.202  1.045  -0.199
O  -1.251  -0.594  -0.264  -0.011
C  -1.488  0.788  -0.206  -0.580
O  -1.782  1.482  0.761  0.102
O  -1.290  1.287  -1.381  -0.019
C  -1.277  2.718  -1.531  0.027
H  0.018  -1.388  2.758  0.078
H  0.411  -0.050  1.730  0.069
H  0.790  -1.685  1.197  0.056
H  -2.028  -0.656  1.647  0.115
H  -1.599  -2.255  1.013  0.107
H  -1.933  3.171  -0.788  0.096
H  -1.626  2.878  -2.547  0.074
H  -0.218  2.967  -1.397  0.087
C  2.282  -4.018  0.474  -0.065
C  2.247  -4.211  -1.016  -0.183
O  3.609  -3.978  -1.476  0.026
C  3.932  -4.526  -2.653  -0.555
O  3.175  -5.218  -3.366  0.078
O  5.177  -4.205  -2.979  0.008
C  5.599  -4.787  -4.169  -0.065
H  1.277  -4.106  0.881  0.062
H  2.711  -3.059  0.770  0.067
H  2.866  -4.800  0.967  0.087
H  1.658  -3.437  -1.479  0.122
H  1.874  -5.196  -1.285  0.124
H  5.633  -5.867  -3.980  0.105
H  6.586  -4.420  -4.464  0.102
H  4.844  -4.653  -4.927  0.091

---

Short version: energy = -396.0958, -309.7050, -894.2894, -3350.3204, -13324.9809, -3829.3669 hartree, in the order given.